1.
# C18H43BCl20IN4O7P2

11 unconnected molecules or ions with the total composition C18H43BCl20IN4O7P2 (ωB97M-V/def2-TZVPD, the OMol25 dataset).

Values from the calculation:
E_HOMO	-10.9	eV
LUMO	-2.9796	eV
F_max	2.31	eV/A
electronic energy	-11666.34584	a.u.

ORCA input file:
```
! RIJCOSX wB97M-V def2-TZVPD def2/J DEFGRID3
* xyz 1 1
C -4.691 1.604 0.435
O -4.006 0.758 1.402
B -2.653 0.791 1.086
O -1.890 1.844 1.514
C -2.025 -0.341 0.112
C -1.307 0.474 -1.023
O -0.026 0.035 -1.402
C 0.808 -0.173 -0.278
P 1.110 1.299 0.856
O 0.949 2.556 -0.180
I 3.508 1.077 1.211
C 0.337 -1.422 0.472
C 1.220 -1.748 1.672
N -1.185 -1.478 0.735
C -1.679 -1.927 2.100
C -1.331 -1.254 3.477
N -0.618 0.005 3.511
N -2.575 -1.024 4.251
N -0.528 -2.233 4.214
P -1.608 -2.954 -0.270
O -0.763 -4.078 0.124
O -1.362 -2.515 -1.785
O -3.157 -3.275 -0.083
H -5.635 1.958 0.845
H -4.827 1.036 -0.495
H -4.087 2.480 0.181
H -2.139 2.110 2.403
H -2.913 -0.804 -0.337
H -1.259 1.535 -0.738
H -1.925 0.448 -1.928
H 1.787 -0.451 -0.694
H 1.773 3.052 -0.290
H 0.574 -2.205 -0.257
H 2.192 -2.017 1.264
H 0.865 -2.635 2.202
H 1.382 -0.920 2.363
H -1.373 -2.976 2.194
H -2.769 -1.975 2.008
H -1.195 0.721 3.933
H -0.286 0.350 2.618
H -3.189 -0.371 3.764
H -3.097 -1.897 4.302
H -1.027 -3.117 4.287
H -0.414 -1.878 5.158
H -2.157 -2.221 -2.242
H -3.705 -2.961 -0.809
C 4.463 2.210 -2.691
Cl 3.730 3.747 -2.191
Cl 5.948 1.863 -1.799
H 3.747 1.423 -2.488
H 4.692 2.252 -3.748
C -4.547 6.067 -0.106
Cl -4.092 6.129 1.598
Cl -5.201 4.475 -0.550
H -5.304 6.823 -0.287
H -3.666 6.252 -0.709
C -6.637 -1.728 1.246
Cl -5.357 -1.686 2.455
Cl -6.038 -2.274 -0.331
H -7.401 -2.419 1.580
H -7.044 -0.731 1.122
C 3.933 -2.364 4.206
Cl 3.518 -0.667 4.525
Cl 4.947 -2.578 2.769
H 4.485 -2.731 5.062
H 3.015 -2.926 4.069
C 1.502 7.005 -2.259
Cl 1.257 5.743 -1.040
Cl 0.252 6.969 -3.504
H 1.472 7.968 -1.763
H 2.465 6.844 -2.729
C -7.418 8.923 -1.220
Cl -6.074 9.125 -0.084
Cl -6.872 8.275 -2.770
H -8.130 8.230 -0.788
H -7.875 9.891 -1.385
C 2.359 -0.477 -5.187
Cl 4.040 -0.489 -4.640
Cl 1.228 -0.613 -3.834
H 2.171 0.461 -5.696
H 2.208 -1.315 -5.857
C 5.131 -3.948 -2.243
Cl 6.692 -3.877 -1.426
Cl 3.791 -3.901 -1.090
H 5.047 -3.088 -2.895
H 5.070 -4.870 -2.810
C 2.626 -6.662 1.311
Cl 3.190 -5.142 2.024
Cl 3.595 -8.038 1.839
H 1.598 -6.828 1.608
H 2.704 -6.574 0.233
C 9.468 -3.738 -3.892
Cl 8.626 -2.182 -3.856
Cl 11.219 -3.548 -3.798
H 9.136 -4.324 -3.042
H 9.223 -4.238 -4.822
*
```

***

2.
# C14H16Cl5F3N4O2Y

A molecular structure, C14H16Cl5F3N4O2Y (ωB97M-V/def2-TZVPD, the OMol25 dataset).

Values from the calculation:
E_HOMO	-11.4	eV
LUMO	-2.6718	eV
relative energy (zero: lowest compared OMol25 entry of this formula, charge and spin)	28.29	kcal/mol
F_max	0.36	eV/A
electronic energy	-3551.38248	a.u.

ORCA input file:
```
! RIJCOSX wB97M-V def2-TZVPD def2/J DEFGRID3
* xyz 1 1
Y -0.024 1.261 1.506
Cl -3.564 -0.494 1.138
C -3.147 0.150 2.712
C -1.870 0.656 2.875
C -1.592 1.149 4.130
Cl 0.056 1.797 4.362
C -2.473 1.175 5.200
Cl -2.027 1.816 6.724
C -3.750 0.650 4.985
Cl -4.892 0.644 6.257
C -4.092 0.130 3.730
Cl -5.659 -0.520 3.469
F 0.433 3.264 1.232
C 2.286 2.431 1.712
F 2.644 3.228 2.652
F 2.925 2.790 0.642
C -1.291 0.837 -1.501
N 0.761 -0.520 -2.147
C 1.433 -1.137 -3.302
C 2.556 -2.055 -2.870
C 2.047 -2.986 -1.793
N 1.539 -2.177 -0.688
C 1.715 -2.654 0.682
C 0.978 -0.983 -0.893
O 0.645 -0.297 0.124
H -2.148 1.137 -2.102
H -0.568 2.541 -0.886
H -1.519 -0.105 -1.010
H 1.844 -0.337 -3.920
H 0.705 -1.689 -3.899
H 3.396 -1.476 -2.481
H 2.908 -2.622 -3.731
H 2.850 -3.609 -1.406
H 1.261 -3.645 -2.173
H 1.962 -3.710 0.640
H 0.795 -2.538 1.250
H 2.522 -2.121 1.188
N 0.786 1.906 -2.289
C -0.047 0.728 -2.441
N -0.579 0.719 -3.768
O -1.092 1.815 -0.488
H 0.854 2.447 -3.139
H 1.696 1.728 -1.889
H 0.101 0.579 -4.500
H -1.366 0.097 -3.892
*
```

***

3.
# C4H8O2

C4H8O2 in the gas phase (ωB97M-V/def2-TZVPD, the OMol25 dataset).

Values from the calculation:
E_HOMO	-10.5	eV
LUMO	0.9460	eV
relative energy (zero: lowest compared OMol25 entry of this formula, charge and spin)	45.47	kcal/mol
F_max	1.26	eV/A
electronic energy	-307.63997	a.u.
structure (SMILES)	CC(C)OC=O

ORCA input file:
```
! RIJCOSX wB97M-V def2-TZVPD def2/J DEFGRID3
* xyz 0 1
C -0.844 -1.191 0.630
C 0.302 -0.317 -0.156
C 1.817 -0.018 0.131
O -0.342 0.922 0.222
C -1.192 1.450 -0.641
O -0.968 1.607 -1.810
H -0.505 -2.060 1.181
H -1.423 -0.582 1.367
H -1.623 -1.467 -0.101
H 0.282 -0.432 -1.264
H 2.016 0.973 -0.318
H 2.577 -0.678 -0.316
H 2.030 0.081 1.195
H -2.128 1.712 -0.120
*
```

***

4.
# C11H12O3P

A gas-phase ion, C11H12O3P (charge -1) (ωB97M-V/def2-TZVPD, the OMol25 dataset).

Values from the calculation:
E_HOMO	-2.6	eV
LUMO	3.1314	eV
relative energy (zero: lowest compared OMol25 entry of this formula, charge and spin)	130.82	kcal/mol
F_max	4.99	eV/A
electronic energy	-993.33181	a.u.
structure (SMILES)	CC1(C)O[C@H]1[P@@]1([O-])=C(c2ccccc2)O1

ORCA input file:
```
! RIJCOSX wB97M-V def2-TZVPD def2/J DEFGRID3
* xyz -1 1
C -4.313 -0.012 -0.262
C -2.837 0.171 0.194
C -2.198 -1.161 0.790
O -2.585 1.369 0.958
C -2.015 1.174 -0.340
P -0.115 1.170 -0.351
O 0.326 2.539 -0.690
C 1.037 -0.277 -0.274
C 2.451 0.029 -0.178
C 2.878 0.596 0.997
C 4.206 0.730 1.262
C 5.206 0.384 0.431
C 4.772 -0.308 -0.760
C 3.415 -0.498 -1.106
O 0.415 0.129 -1.533
H -4.519 -0.016 -1.369
H -4.811 0.891 -0.040
H -4.850 -0.870 0.207
H -2.918 -1.589 1.634
H -1.302 -0.806 1.352
H -2.009 -1.757 -0.039
H -2.300 1.760 -1.298
H 2.160 0.904 1.724
H 4.455 1.412 2.154
H 6.198 0.286 0.830
H 5.565 -0.585 -1.570
H 3.162 -1.179 -1.922
*
```

***

5.
# C24H54F7InNO10S

A molecular structure, C24H54F7InNO10S (ωB97M-V/def2-TZVPD, the OMol25 dataset).

Values from the calculation:
E_HOMO	-5.5	eV
LUMO	1.8531	eV
F_max	0.81	eV/A
electronic energy	-3041.31946	a.u.

ORCA input file:
```
! RIJCOSX wB97M-V def2-TZVPD def2/J DEFGRID3
* xyz -1 1
O -0.469 -2.905 3.155
S -0.865 -2.765 1.759
O -2.158 -3.344 1.393
In 1.129 -3.525 0.236
C 2.417 -1.768 0.335
C 2.705 -1.024 -0.812
C 3.478 0.123 -0.735
C 3.967 0.506 0.499
C 3.665 -0.290 1.596
N 2.913 -1.381 1.526
C -1.207 -0.876 1.651
F -1.100 -0.341 2.877
F -0.272 -0.298 0.860
C -2.598 -0.456 1.135
F -3.528 -0.904 1.988
F -2.649 0.898 1.131
C -2.989 -0.942 -0.306
F -3.589 0.075 -0.978
F -3.857 -1.955 -0.274
F -1.903 -1.305 -1.006
H 1.792 -4.969 0.924
H 0.416 -3.734 -1.348
H 2.301 -1.341 -1.767
H 3.665 0.702 -1.632
H 4.568 1.396 0.632
H 4.045 -0.026 2.575
C -0.237 -1.555 6.536
C 1.229 -1.418 6.896
O 1.982 -2.573 6.545
H -0.676 -2.425 7.025
H -0.800 -0.666 6.828
H -0.356 -1.691 5.459
H 1.362 -1.298 7.972
H 1.651 -0.532 6.406
H 1.881 -2.713 5.596
C 6.174 2.379 -4.617
C 5.491 1.025 -4.651
O 4.345 0.973 -3.811
H 6.469 2.628 -3.597
H 7.065 2.383 -5.249
H 5.511 3.167 -4.975
H 6.154 0.244 -4.281
H 5.214 0.769 -5.680
H 3.715 1.633 -4.116
C -7.629 0.968 -1.718
C -7.033 0.646 -3.077
O -5.925 1.477 -3.396
H -7.943 2.011 -1.678
H -8.493 0.336 -1.506
H -6.892 0.810 -0.927
H -7.763 0.816 -3.868
H -6.736 -0.408 -3.116
H -5.244 1.340 -2.728
C -6.202 -3.214 3.110
C -5.675 -3.202 4.532
O -4.612 -4.122 4.729
H -6.534 -4.218 2.837
H -7.033 -2.517 2.982
H -5.407 -2.930 2.417
H -6.454 -3.501 5.235
H -5.351 -2.190 4.801
H -3.885 -3.886 4.140
C 7.938 1.210 4.197
C 7.270 -0.045 3.665
O 6.660 0.155 2.399
H 7.213 2.021 4.270
H 8.369 1.036 5.184
H 8.741 1.534 3.529
H 6.464 -0.360 4.327
H 7.995 -0.866 3.613
H 7.339 0.410 1.767
C -8.857 -3.540 0.319
C -9.391 -2.120 0.356
O -8.459 -1.194 0.900
H -8.566 -3.867 1.317
H -9.611 -4.226 -0.069
H -7.974 -3.603 -0.321
H -10.268 -2.054 1.000
H -9.693 -1.805 -0.650
H -7.658 -1.216 0.366
C 8.291 6.681 -6.876
C 7.531 5.368 -6.875
O 6.371 5.409 -6.053
H 8.578 6.953 -5.860
H 9.191 6.611 -7.487
H 7.671 7.486 -7.278
H 8.148 4.570 -6.463
H 7.261 5.086 -7.898
H 5.786 6.094 -6.391
C -0.959 2.584 -1.926
C -0.945 1.491 -2.980
O 0.022 0.491 -2.709
H 0.026 3.047 -1.847
H -1.693 3.355 -2.170
H -1.213 2.170 -0.948
H -0.683 1.900 -3.957
H -1.943 1.043 -3.065
H -0.190 0.094 -1.856
*
```

***

6.
# C13H26O4

C13H26O4 in the gas phase (ωB97M-V/def2-TZVPD, the OMol25 dataset).

Values from the calculation:
E_HOMO	-10.0	eV
LUMO	0.7986	eV
relative energy (zero: lowest compared OMol25 entry of this formula, charge and spin)	2.78	kcal/mol
F_max	0.81	eV/A
electronic energy	-811.91800	a.u.
structure (SMILES)	CCCCCCCCCC(=O)OC[C@H](O)CO

ORCA input file:
```
! RIJCOSX wB97M-V def2-TZVPD def2/J DEFGRID3
* xyz 0 1
C 5.637 1.340 -0.445
C 5.478 0.151 0.495
C 4.487 -0.896 -0.017
C 3.044 -0.397 -0.049
C 2.079 -1.509 -0.455
C 0.632 -1.040 -0.621
C -0.017 -0.561 0.686
C -0.051 0.960 0.852
C -1.057 1.634 -0.082
C -2.481 1.313 0.295
O -2.872 1.092 1.416
O -3.276 1.334 -0.777
C -4.667 1.104 -0.581
C -5.067 -0.368 -0.825
O -6.450 -0.500 -0.631
C -4.317 -1.337 0.108
O -4.623 -1.090 1.453
H 5.920 1.002 -1.440
H 4.711 1.904 -0.524
H 6.410 2.011 -0.078
H 5.152 0.505 1.476
H 6.452 -0.327 0.625
H 4.785 -1.211 -1.020
H 4.539 -1.773 0.633
H 2.955 0.425 -0.761
H 2.779 -0.022 0.941
H 2.415 -1.934 -1.404
H 2.114 -2.307 0.290
H 0.055 -1.878 -1.021
H 0.604 -0.244 -1.367
H -1.042 -0.932 0.747
H 0.523 -0.994 1.529
H 0.938 1.377 0.666
H -0.335 1.195 1.880
H -0.951 2.720 -0.012
H -0.904 1.352 -1.123
H -5.191 1.738 -1.299
H -4.950 1.398 0.437
H -4.858 -0.627 -1.868
H -6.589 -0.644 0.317
H -3.238 -1.290 -0.086
H -4.662 -2.352 -0.107
H -4.109 -0.319 1.750
*
```

***

7.
# C3H9O

2 unconnected molecules or ions with the total composition C3H9O (ωB97M-V/def2-TZVPD, the OMol25 dataset).

Values from the calculation:
E_HOMO	-2.2	eV
LUMO	4.1054	eV
relative energy (zero: lowest compared OMol25 entry of this formula, charge and spin)	6.64	kcal/mol
F_max	1.51	eV/A
electronic energy	-194.90398	a.u.

ORCA input file:
```
! RIJCOSX wB97M-V def2-TZVPD def2/J DEFGRID3
* xyz -1 1
O -1.312 2.433 -1.449
H -2.197 2.827 -1.455
C -0.414 0.336 0.960
C 0.089 -0.408 -0.288
C 1.283 -1.339 0.032
H -1.156 -0.288 1.465
H -0.949 1.230 0.624
H 0.396 0.583 1.647
H 0.192 0.303 -1.105
H -0.715 -1.047 -0.670
H 1.215 -2.254 -0.556
H 2.227 -0.897 -0.311
H 1.344 -1.479 1.107
*
```

***

8.
# C36H78B2FN3O18P2S2

3 unconnected molecules or ions with the total composition C36H78B2FN3O18P2S2 (ωB97M-V/def2-TZVPD, the OMol25 dataset).

Values from the calculation:
E_HOMO	-7.8	eV
LUMO	-1.8005	eV
F_max	9.82	eV/A
electronic energy	-4565.21274	a.u.
structure (SMILES)	CCCCO[C@H](O[C@](SCC(=O)OC[C@H](C)OC(=O)CS)([C@H](C)F)[C@H](NCCCC(=O)OCC)B(O)N(C)C)B(N)O.CCOP(=O)(OCC)OCC.CCOP(=O)(OCC)OCC

ORCA input file:
```
! RIJCOSX wB97M-V def2-TZVPD def2/J DEFGRID3
* xyz 0 1
C -3.489 -2.756 6.825
C -2.225 -3.755 6.500
C -0.824 -3.174 7.124
C -0.480 -1.703 6.458
O -0.625 -1.637 5.001
C 0.658 -1.714 4.287
O 0.568 -1.061 2.980
C 1.467 0.085 2.825
S 3.320 -0.375 2.941
C 4.347 1.118 3.415
C 4.710 2.114 2.158
O 3.916 3.080 1.664
O 6.049 1.987 1.535
C 6.116 0.837 0.620
C 6.752 1.186 -0.862
C 6.718 2.777 -1.261
O 6.116 0.287 -1.846
C 5.743 0.999 -3.079
O 4.511 1.522 -3.314
C 6.840 1.235 -4.307
S 7.028 -0.360 -5.327
C 1.101 1.296 3.883
C -0.531 1.461 4.163
F 1.567 2.644 3.453
C 1.302 0.551 1.225
N 0.189 1.547 1.000
C 0.417 2.341 -0.303
C 0.223 3.980 -0.045
C -1.326 4.478 -0.277
C -2.416 3.321 0.204
O -3.072 2.692 -0.785
O -2.588 3.042 1.643
C -3.957 2.610 1.965
C -4.129 0.964 1.770
B 1.015 -0.770 0.234
O -0.383 -1.317 0.106
N 2.070 -1.473 -0.596
C 2.875 -2.481 0.190
C 2.922 -0.529 -1.408
B 0.887 -3.343 3.952
N -0.128 -3.915 2.933
O 1.972 -4.165 4.522
H -3.315 -1.646 6.446
H -4.502 -3.117 6.341
H -3.632 -2.777 8.001
H -2.043 -3.927 5.345
H -2.412 -4.808 6.975
H 0.059 -3.942 6.887
H -0.829 -3.079 8.313
H -1.293 -0.955 6.910
H 0.549 -1.352 6.886
H 1.557 -1.398 4.961
H 3.850 1.734 4.302
H 5.391 0.747 3.852
H 5.063 0.330 0.532
H 6.823 0.037 1.151
H 7.903 0.877 -0.838
H 7.186 3.391 -0.350
H 7.414 3.052 -2.190
H 5.620 3.218 -1.384
H 7.865 1.522 -3.806
H 6.428 2.114 -4.991
H 6.484 -0.035 -6.600
H 1.609 1.103 4.946
H -1.184 0.947 3.326
H -0.820 1.060 5.230
H -0.807 2.617 4.135
H 2.322 1.090 0.967
H -0.760 1.108 0.992
H 1.520 2.228 -0.710
H -0.291 1.960 -1.181
H 0.977 4.610 -0.722
H 0.541 4.154 1.079
H -1.523 4.741 -1.410
H -1.489 5.452 0.369
H -4.766 3.203 1.325
H -4.221 2.834 3.098
H -3.020 0.565 1.596
H -4.775 0.685 0.825
H -4.617 0.481 2.743
H -0.737 -1.118 -0.819
H 2.301 -2.777 1.194
H 3.102 -3.469 -0.404
H 3.874 -1.928 0.524
H 3.869 -1.157 -1.772
H 3.349 0.392 -0.827
H 2.364 -0.127 -2.373
H 0.066 -4.924 2.749
H -1.111 -3.778 3.294
H 2.429 -3.688 5.288
C -8.256 1.650 7.987
C -7.233 0.930 7.130
O -7.846 0.039 6.211
P -8.762 0.674 4.989
O -7.552 1.184 4.168
O -8.951 -0.736 4.116
C -8.441 -0.825 2.791
C -7.001 -1.321 2.785
O -10.114 0.104 5.907
C -11.177 1.028 6.084
C -11.628 1.681 4.790
H -8.796 2.392 7.391
H -7.771 2.177 8.813
H -8.992 0.952 8.395
H -6.599 1.642 6.597
H -6.583 0.328 7.777
H -8.538 0.137 2.277
H -9.066 -1.534 2.241
H -6.373 -0.815 3.522
H -6.552 -1.186 1.795
H -6.968 -2.388 3.036
H -10.876 1.790 6.807
H -12.015 0.477 6.523
H -10.825 2.272 4.340
H -12.473 2.351 4.976
H -11.928 0.926 4.057
C 3.717 1.638 -10.537
C 4.575 1.183 -11.701
O 5.202 -0.064 -11.440
P 4.252 -1.412 -11.316
O 3.970 -1.516 -12.834
O 5.485 -2.536 -11.315
C 5.566 -3.503 -12.357
C 6.389 -2.984 -13.528
O 4.566 -1.295 -9.618
C 3.436 -1.417 -8.768
C 2.573 -2.624 -9.084
H 2.813 1.025 -10.468
H 3.403 2.677 -10.667
H 4.254 1.546 -9.589
H 3.988 1.124 -12.620
H 5.375 1.917 -11.865
H 4.564 -3.811 -12.673
H 6.049 -4.394 -11.945
H 6.121 -1.966 -13.820
H 6.272 -3.639 -14.399
H 7.452 -2.956 -13.260
H 2.841 -0.502 -8.825
H 3.809 -1.497 -7.742
H 2.151 -2.561 -10.092
H 1.741 -2.694 -8.376
H 3.160 -3.546 -9.034
*
```